[1]
{"formula": "C2H2O3S", "method": "ωB97M-V/def2-TZVPD", "species": ["C", "C", "O", "O", "O", "S", "H", "H"], "coordinates": [[-0.8747, -1.2045, -0.2651], [-0.2823, -0.0183, -0.2754], [-1.5104, -2.0085, 2.9747], [-1.5503, -2.1633, -0.1390], [-2.8197, -0.5464, 1.4574], [-2.4536, -1.8717, 1.9604], [0.6490, 0.2840, 0.0637], [-0.9050, 0.6605, -0.8109]], "e_above_lowest_kcal_mol": 57.6, "e_homo_ev": -10.033}

=====

[2]
{"formula": "C2H2O3S", "method": "ωB97M-V/def2-TZVPD", "species": ["O", "C", "O", "C", "O", "S", "H", "H"], "coordinates": [[1.2904, -0.9936, -0.7080], [0.6725, 0.0274, -0.3953], [0.8822, 1.1964, -0.8764], [-0.3925, -0.1087, 0.5758], [-1.4843, -0.6493, 0.0698], [-0.3933, 0.2519, 2.1887], [1.3890, 1.1270, -1.7164], [-1.9640, -0.8511, 0.8619]], "e_above_lowest_kcal_mol": 22.6, "e_homo_ev": -9.583, "smiles": "O=C(O)C(O)=S"}

=====

[3]
{"formula": "C2H2O3S", "method": "ωB97M-V/def2-TZVPD", "species": ["C", "C", "O", "O", "O", "S", "H", "H"], "coordinates": [[-0.7864, 0.1353, 0.1380], [-1.3483, 1.8191, -0.0013], [-0.5894, -0.8589, -0.4068], [1.7074, -1.9325, 1.0389], [2.2366, -1.3419, -1.2637], [1.5263, -2.2036, -0.3625], [-2.2245, 1.9171, 0.6203], [-0.5217, 2.4654, 0.2371]], "e_above_lowest_kcal_mol": 103.7, "e_homo_ev": [-9.167, -9.165]}